--- P ---
A 2-piece molecular cluster, C4H12N2O overall, computed with ωB97M-V/def2-TZVPD.

```
! wB97M-V def2-TZVPD RIJCOSX def2/J DEFGRID3
* xyz 0 1
O 3.96902 -0.95280 -0.24057
N -2.14922 1.46896 0.50928
N 0.78837 -1.41583 -1.09557
C -0.48249 -0.78024 -0.82726
C -0.34838 -0.26707 0.65075
C -1.39489 2.26434 -0.10730
C -1.66531 0.30772 1.25731
H 3.05483 -0.93149 -0.56729
H 0.45278 0.47314 0.59268
H -1.50591 0.78363 2.23211
H -0.32009 2.18047 -0.32766
H 0.71679 -1.87383 -2.00116
H -2.41781 -0.47525 1.26412
H 1.03354 -2.14723 -0.44116
H -1.83337 3.07347 -0.67741
H 3.92813 -0.50813 0.60580
H 0.03572 -1.10489 1.23615
H -0.66564 0.06722 -1.48063
H -1.36050 -1.44256 -0.77207
*
```

Its HOMO-LUMO gap is 10.28 eV. The SMILES is C=NCCCN.O.

--- Q ---
One molecule with the formula C4H12N2O, computed with ωB97M-V/def2-TZVPD.

```
! wB97M-V def2-TZVPD RIJCOSX def2/J DEFGRID3
* xyz 0 1
O -2.21520 -1.58412 -0.44037
N 1.73529 1.43150 1.94735
N 0.67758 0.75400 -0.10639
C 1.55512 0.30912 1.00124
C -0.59526 -0.02364 -2.09945
C -0.07034 -0.35793 -0.69706
C -1.26693 -0.70956 0.21257
H 1.38188 2.28962 1.55935
H 0.10461 1.50331 0.22541
H 1.43416 1.25647 2.88817
H -1.91446 -2.48021 -0.29226
H 1.15124 -0.54106 1.54279
H -1.01139 -0.83611 -2.68106
H -1.83786 0.18321 0.47781
H -0.99678 -1.16175 1.17388
H 0.56264 -1.25259 -0.71231
H 2.53286 0.07380 0.58820
H -1.42282 0.67364 -1.92426
H 0.19566 0.47229 -2.66359
*
```

Its HOMO-LUMO gap is 9.71 eV. The SMILES is C[C@H](CO)NCN.

--- R ---
One molecule with the formula C4H12N2O, computed with ωB97M-V/def2-TZVPD.

```
! wB97M-V def2-TZVPD RIJCOSX def2/J DEFGRID3
* xyz 0 1
O 0.32181 -2.76567 -1.34122
N -0.14872 2.00371 2.60189
N -0.08988 0.40556 0.78693
C 0.48008 -0.27723 -1.55448
C -0.59600 -0.05637 -0.50517
C 1.19499 -1.64678 -1.28021
C -0.77870 1.54983 1.35225
H -1.86032 1.44220 1.56887
H -0.72845 2.77926 2.91454
H 1.67176 -1.74610 -0.30859
H 0.29492 -3.20918 -2.19159
H -1.01012 -1.05250 -0.32503
H -1.20060 0.78341 -0.85602
H 0.10090 -0.38788 -2.56974
H -0.76796 2.28879 0.55987
H 1.29502 0.45266 -1.61989
H 1.93762 -1.68669 -2.07492
H 0.23897 -0.18700 1.52952
H -0.35532 1.30998 3.31298
*
```

Its HOMO-LUMO gap is 9.15 eV. The SMILES is NCNCCCO.

--- S ---
A 2-piece molecular cluster, C4H12N2O overall, computed with ωB97M-V/def2-TZVPD.

```
! wB97M-V def2-TZVPD RIJCOSX def2/J DEFGRID3
* xyz 0 1
O -2.85848 -4.66510 -1.03556
N 0.72325 1.29963 -1.14248
N -1.87110 2.11131 0.05714
C 2.50252 -0.40115 0.62260
C 0.36872 0.99849 0.17933
C -0.62190 1.74255 0.73215
C 0.96356 -0.37607 0.54232
H 1.56617 0.96729 -1.57375
H -0.68709 1.84738 1.79375
H 2.87278 0.41825 -0.03033
H -2.43262 -3.81058 -1.20360
H -3.64387 -4.54471 -0.51098
H -1.80527 2.73263 -0.74674
H 2.86010 -0.07684 1.61820
H 0.28392 2.09850 -1.55397
H 0.62013 -0.82967 -0.38616
H -2.36824 2.68188 0.73572
H 2.93435 -1.38107 0.42619
H 0.59308 -0.81271 1.47617
*
```

Its HOMO-LUMO gap is 7.73 eV. The SMILES is CC/C(N)=C/N.O.

Ranked by calculated energy, most stable first: Q, P, R, S.

--- P ---
One molecule with the formula C4H12N2O, computed with ωB97M-V/def2-TZVPD.

```
! wB97M-V def2-TZVPD RIJCOSX def2/J DEFGRID3
* xyz 0 1
O -2.06637 -1.49473 -1.91432
N 2.23783 -0.23045 -0.25936
N -1.20255 0.14774 -0.44780
C 1.88162 0.95702 0.51951
C 0.44061 0.95546 1.13338
C -0.42443 -0.26198 0.73068
C -2.36068 -0.70329 -0.74881
H -0.62584 0.29127 -1.26215
H -2.50623 -1.41565 0.09392
H 0.49836 1.02193 2.23859
H 3.04367 -0.14625 -0.86882
H 2.03533 1.82112 -0.11078
H -1.09793 -0.64426 1.50354
H 0.06192 1.90503 0.74008
H 2.61092 0.96000 1.33841
H -1.89661 -0.91832 -2.65618
H 2.40775 -1.01432 0.35838
H 0.18908 -1.13729 0.55174
H -3.22646 -0.09300 -0.93999
*
```

Its HOMO-LUMO gap is 9.55 eV. The SMILES is NCCCNCO.

--- Q ---
One molecule with the formula C4H12N2O, computed with ωB97M-V/def2-TZVPD.

```
! wB97M-V def2-TZVPD RIJCOSX def2/J DEFGRID3
* xyz 0 1
O 0.78196 -0.96263 -1.26524
N 0.99220 0.65218 0.44104
N -0.17729 -1.54389 0.74466
C 0.10529 -0.45554 -0.15033
C -1.20762 0.23894 -0.54409
C -1.23166 0.71618 -1.98915
C 1.24786 0.63524 1.86483
H 1.83425 1.51811 2.12022
H -0.82573 -1.27547 1.47292
H 0.82461 -1.92184 -1.17665
H -2.14134 1.25841 -2.18097
H 1.86233 0.67188 -0.08124
H -2.03409 -0.45019 -0.36523
H 0.66784 -1.89693 1.18000
H -1.14996 -0.12535 -2.67458
H -1.25206 1.10306 0.14536
H 0.29555 0.69383 2.39782
H -0.38802 1.39577 -2.16982
H 1.79587 -0.25177 2.23044
*
```

Its HOMO-LUMO gap is 9.59 eV. The SMILES is CC[C@@](N)(O)NC.

--- R ---
One molecule with the formula C4H12N2O, computed with ωB97M-V/def2-TZVPD.

```
! wB97M-V def2-TZVPD RIJCOSX def2/J DEFGRID3
* xyz 0 1
O 2.84213 0.34306 -0.07919
N 0.33009 1.34851 0.44873
N -2.67848 0.38585 0.58197
C 2.21815 -0.94919 -0.19076
C -0.23091 -0.01468 0.29799
C 0.74989 -0.87623 -0.52552
C -1.61828 -0.03407 -0.31168
H -3.60945 0.50412 0.22506
H 2.38550 -1.43391 0.79024
H -0.34444 -0.60081 1.22972
H -1.52379 0.53016 -1.24879
H 2.13890 0.98889 0.11117
H 2.77894 -1.47956 -0.94936
H -1.71678 -1.08430 -0.62205
H -2.43162 1.11763 1.22724
H -0.09330 1.74646 1.28652
H 0.49989 -0.57494 -1.56667
H -0.04621 1.99415 -0.25339
H 0.34977 -1.91111 -0.45123
*
```

Its HOMO-LUMO gap is 10.26 eV. The SMILES is NC[C@H](N)CCO.

Ranked by calculated energy, most stable first: Q, R, P.

--- P ---
A 3-piece molecular cluster, C4H12N2O overall, computed with ωB97M-V/def2-TZVPD.

```
! wB97M-V def2-TZVPD RIJCOSX def2/J DEFGRID3
* xyz 0 1
O 0.46625 -2.01172 1.74327
N -0.46920 2.18425 -0.46119
N -1.41358 -1.81991 -0.11841
C 1.85545 1.59412 -0.88192
C -1.27092 -0.39962 -0.17190
C 0.13318 -0.11881 -0.64075
C 0.49382 1.32853 -0.65829
H 0.84424 0.28373 2.10343
H -1.41099 0.11399 0.80150
H -2.30952 -2.16316 0.20807
H 2.52492 0.75798 -1.02983
H -2.00352 0.03241 -0.87006
H 0.83735 -0.67213 -0.01441
H -0.13361 3.14995 -0.46734
H 1.50007 0.28387 2.47214
H -0.65584 -2.15522 0.54424
H 0.25876 -0.54592 -1.64387
H 0.69441 -2.83617 2.19296
H 2.23199 2.60647 -0.96485
*
```

Its HOMO-LUMO gap is 3.34 eV.

--- Q ---
A 2-piece molecular cluster, C4H12N2O overall, computed with ωB97M-V/def2-TZVPD.

```
! wB97M-V def2-TZVPD RIJCOSX def2/J DEFGRID3
* xyz 0 1
O 2.76980 2.19841 0.41175
N -0.43427 -1.63359 1.19833
N -2.64266 -1.10762 0.09664
C 1.54348 1.47906 0.23495
C 1.13271 1.62665 -1.22371
C -1.83891 -1.97168 0.94335
C 0.80635 0.60069 -2.02139
H -2.59399 -0.15195 0.42776
H 0.02795 -1.48720 0.31477
H 1.63807 0.43016 0.52555
H -2.31775 -1.14324 -0.85412
H 0.77225 1.92456 0.86701
H 0.41044 0.78956 -3.02390
H -1.82254 -2.98124 0.49718
H -2.32846 -2.02227 1.90093
H 3.09777 1.98761 1.29520
H 1.16424 2.66591 -1.59850
H -0.35356 -0.75754 1.73522
H 0.96909 -0.44627 -1.72703
*
```

Its HOMO-LUMO gap is 9.90 eV. The SMILES is C=CCO.NCN.

--- R ---
A 2-piece molecular cluster, C4H12N2O overall, computed with ωB97M-V/def2-TZVPD.

```
! wB97M-V def2-TZVPD RIJCOSX def2/J DEFGRID3
* xyz 0 1
O 0.20461 -3.52556 0.71277
N 0.67946 0.98225 -1.20316
N -1.23611 -1.15535 -0.23127
C -0.83008 -0.42029 0.96725
C 1.71526 1.34027 -1.83089
C 0.54511 1.56303 0.15606
C -0.78994 1.10727 0.75596
H -1.57091 1.47592 0.09282
H -1.02168 1.49982 1.75700
H 0.81969 -3.41337 -0.03124
H -1.44763 -0.77499 1.80577
H -0.93078 -0.70596 -1.08330
H 0.71379 2.64004 0.13788
H 0.14399 -0.77782 1.31159
H 1.36413 1.20026 0.80747
H 2.38809 2.03236 -1.29168
H -0.48784 -2.97692 0.27544
H -2.23597 -1.29130 -0.23673
H 1.97680 1.20035 -2.87173
*
```

Its HOMO-LUMO gap is 10.22 eV. The SMILES is C=NCCCN.O.

Ranked by calculated energy, most stable first: R, Q, P.

--- P ---
C4H12N2O as an isolated structure, computed with ωB97M-V/def2-TZVPD.

```
! wB97M-V def2-TZVPD RIJCOSX def2/J DEFGRID3
* xyz 0 1
O 1.30358 -1.50335 0.24050
N -1.25226 -1.47944 0.57798
N 1.36866 0.68398 1.13740
C -0.69545 -0.13066 0.53872
C 1.10644 0.23845 -1.36794
C 0.77349 -0.23752 0.03773
C -1.56482 0.85236 -0.23208
H 0.53120 -0.35305 -2.07903
H 0.86632 1.29050 -1.51295
H -2.53563 0.94965 0.25636
H 2.16746 0.08207 -1.56166
H 0.65237 -1.96057 0.81745
H 0.00014 0.47323 1.59739
H -1.12460 1.85048 -0.25302
H 1.42568 1.65797 0.85136
H -1.55758 -1.79253 -0.34291
H -1.73815 0.53689 -1.27163
H -2.04085 -1.53700 1.20894
H 2.31401 0.37855 1.35740
*
```

Its HOMO-LUMO gap is 9.20 eV.

--- Q ---
One molecule with the formula C4H12N2O, computed with ωB97M-V/def2-TZVPD.

```
! wB97M-V def2-TZVPD RIJCOSX def2/J DEFGRID3
* xyz 0 1
O 2.31011 0.45882 -0.17704
N -0.81696 -1.43407 -0.18123
N -0.06535 2.14221 0.19434
C -0.03176 -0.29226 0.20194
C 1.44636 -0.64918 0.00621
C -0.37260 0.96176 -0.60207
C -2.19289 -1.39294 0.31378
H -0.79734 2.25570 0.88630
H -0.05763 2.96212 -0.39871
H -0.37847 -2.31595 0.06701
H 2.15861 1.06620 0.55679
H 1.50405 -1.20354 -0.93763
H 1.87023 -1.31369 0.76581
H -2.23005 -1.53269 1.39451
H 0.22280 0.93430 -1.51834
H -2.79381 -2.15559 -0.16520
H -1.38662 0.90774 -1.00757
H -2.60431 -0.41565 0.06881
H -0.20671 -0.01591 1.26948
*
```

Its HOMO-LUMO gap is 9.93 eV. The SMILES is CN[C@H](CN)CO.

Ranked by calculated energy, most stable first: Q, P.

--- P ---
A 2-piece molecular cluster, C2H4OS3 overall, computed with ωB97M-V/def2-TZVPD.

```
! wB97M-V def2-TZVPD RIJCOSX def2/J DEFGRID3
* xyz 0 1
S -0.71371 -0.96590 -1.61650
S -0.74823 2.34228 -0.81830
S 1.42535 -0.53708 -1.43679
O -0.95270 -2.26910 -1.11846
C 0.12845 -0.20392 1.21255
C 0.19594 -0.08050 -0.30447
H -0.69406 0.35620 1.56123
H 1.00092 -0.08526 1.79945
H 0.42693 2.76650 -0.65320
H -0.06888 -1.32322 1.37448
*
```

Its HOMO-LUMO gap (spin up / spin down) is 7.44 / 7.43 eV.

--- Q ---
One molecule with the formula C2H4OS3, computed with ωB97M-V/def2-TZVPD.

```
! wB97M-V def2-TZVPD RIJCOSX def2/J DEFGRID3
* xyz 0 1
S 0.10922 -1.26527 0.78631
S 1.76623 -2.00504 -0.14808
S 1.18911 -2.42949 -2.06862
O 1.08451 1.12444 -0.05166
C -1.12922 1.20060 0.83749
C 0.10994 0.55702 0.35742
H -1.21108 2.32041 0.72967
H -2.01342 0.94383 0.22564
H 1.38226 -1.17789 -2.48267
H -1.28756 0.73139 1.81449
*
```

Its HOMO-LUMO gap is 9.67 eV. The SMILES is CC(=O)SSS.

--- R ---
A 2-piece molecular cluster, C2H4OS3 overall, computed with ωB97M-V/def2-TZVPD.

```
! wB97M-V def2-TZVPD RIJCOSX def2/J DEFGRID3
* xyz 0 1
S 3.60024 0.74491 0.60444
S 2.68082 -1.14383 0.16090
S 0.69426 0.77629 -0.94841
O -3.48662 0.73917 0.94062
C 1.20989 -0.74428 -0.65728
C -2.88107 0.20169 0.06037
H -3.21081 -0.83413 -0.35922
H 2.56737 1.25638 1.53136
H -1.96736 0.57085 -0.31963
H 0.79329 -1.56704 -1.01314
*
```

Its HOMO-LUMO gap is 8.39 eV. The SMILES is S=CSS.C=O.

--- S ---
One molecule with the formula C2H4OS3, computed with ωB97M-V/def2-TZVPD.

```
! wB97M-V def2-TZVPD RIJCOSX def2/J DEFGRID3
* xyz 0 1
S 1.08002 0.63321 -1.53433
S 1.29182 -0.75559 2.16336
S -0.70529 -0.70596 2.55436
O -0.14118 -1.70468 0.08099
C -0.01829 -0.65805 0.89522
C 0.04778 0.81770 -0.09690
H -0.93048 -2.23598 0.17714
H 0.49647 1.50466 0.48247
H 2.34505 0.58197 -1.03016
H -1.01957 0.76422 -0.44661
*
```

Its HOMO-LUMO gap is 8.39 eV. The SMILES is OC1(CS)SS1.

Ranked by calculated energy, most stable first: Q, S, R, P.

--- P ---
C5H13NO2 as an isolated structure, computed with ωB97M-V/def2-TZVPD.

```
! wB97M-V def2-TZVPD RIJCOSX def2/J DEFGRID3
* xyz 0 1
O 0.92317 -1.11020 1.49266
O -0.47025 1.82389 -0.43751
N -1.84778 -1.46299 1.91908
C -0.10515 -0.29701 1.17439
C 0.31890 0.66069 -0.66023
C 0.09084 0.09864 -2.05049
C 1.79144 0.95305 -0.43451
C -1.12147 -0.80934 0.33807
H 2.38709 0.04010 -0.47968
H 1.95693 1.43133 0.53164
H 2.17733 1.63250 -1.20746
H 0.57901 -0.87111 -2.15645
H 1.50495 -0.67298 2.12425
H -1.90813 -0.13817 0.03393
H -1.60063 -2.39717 2.23347
H -2.65806 -0.98313 2.30124
H -0.97079 -0.01069 -2.27367
H 0.49127 0.77928 -2.81692
H -0.34718 2.44404 -1.17076
H -0.91064 -1.70730 -0.22461
H -0.28087 0.59659 1.76356
*
```

Its HOMO-LUMO gap is 7.83 eV.

--- Q ---
A 2-piece molecular cluster, C5H13NO2 overall, computed with ωB97M-V/def2-TZVPD.

```
! wB97M-V def2-TZVPD RIJCOSX def2/J DEFGRID3
* xyz 0 1
O 3.72701 -0.05442 1.61391
O 1.95388 -0.33606 -2.16084
N -0.62623 0.07677 -0.00280
C -0.40766 -0.25388 -2.40962
C -1.38977 0.73762 1.06152
C -1.29737 -0.16414 2.30968
C 0.91270 -0.93550 -2.06772
C -0.78563 0.71907 -1.31024
H -0.24288 0.29260 -3.34540
H -0.29232 -0.52483 2.53891
H -1.69043 -1.13028 1.95532
H -1.13089 -1.06168 -2.59043
H -0.24357 1.68026 -1.30680
H -1.74639 0.31628 3.17354
H 0.80752 -1.98327 -1.78141
H -1.03194 1.73990 1.35041
H -1.80836 1.06057 -1.51948
H 0.33131 0.00337 0.29324
H 3.84848 -0.27566 2.54505
H -2.41255 0.82542 0.69772
H 3.52510 -0.73213 0.95543
*
```

Its HOMO-LUMO gap is 9.81 eV. The SMILES is CCNCCC=O.O.

Ranked by calculated energy, most stable first: Q, P.